No. 1
{"formula": "C46H46N2O3PScTe", "method": "the ωB97M-V functional and the def2-TZVPD basis", "charge": -2, "total_energy_ha": -3485.8837, "spin_multiplicity": 1, "de_lowest_ev": 2.177, "lumo_ev": 4.17, "elements": ["Sc", "C", "C", "C", "C", "C", "H", "H", "H", "H", "H", "O", "C", "C", "C", "C", "C", "C", "C", "P", "C", "C", "C", "C", "C", "C", "C", "C", "C", "C", "C", "C", "H", "H", "H", "H", "H", "H", "H", "H", "H", "H", "H", "H", "H", "H", "O", "C", "C", "C", "C", "O", "N", "H", "H", "H", "H", "C", "N", "C", "C", "C", "C", "C", "C", "C", "C", "H", "H", "H", "H", "H", "H", "H", "H", "H", "H", "H", "H", "C", "C", "C", "C", "C", "C", "Te", "C", "C", "C", "H", "H", "H", "H", "H", "H", "H", "H", "H", "H", "H"], "coordinates": [[1.050, -1.829, 0.013], [2.973, -3.446, -0.944], [1.663, -3.822, -1.378], [1.696, -3.937, -2.782], [2.984, -3.615, -3.215], [3.766, -3.299, -2.090], [3.332, -3.411, 0.074], [0.834, -4.157, -0.755], [0.841, -4.139, -3.414], [3.303, -3.539, -4.246], [4.803, -2.990, -2.099], [1.861, -2.821, 1.920], [2.226, -1.631, 1.847], [2.617, -0.884, 3.067], [3.180, -1.471, 4.194], [3.452, -0.690, 5.307], [3.128, 0.664, 5.291], [2.546, 1.244, 4.170], [2.300, 0.480, 3.034], [1.482, 1.096, 1.474], [2.936, 1.737, 0.570], [2.671, 2.578, -0.517], [3.714, 3.064, -1.286], [5.025, 2.691, -1.010], [5.290, 1.836, 0.049], [4.247, 1.364, 0.839], [0.748, 2.637, 2.150], [1.335, 3.897, 2.143], [0.697, 4.973, 2.749], [-0.526, 4.795, 3.382], [-1.123, 3.541, 3.391], [-0.496, 2.476, 2.762], [3.388, -2.534, 4.181], [3.898, -1.130, 6.191], [3.325, 1.274, 6.165], [2.283, 2.295, 4.183], [1.643, 2.838, -0.750], [3.499, 3.710, -2.128], [5.836, 3.057, -1.629], [6.306, 1.525, 0.261], [4.465, 0.701, 1.667], [2.290, 4.049, 1.656], [1.159, 5.954, 2.720], [-1.025, 5.638, 3.846], [-2.104, 3.395, 3.825], [-1.005, 1.520, 2.705], [-0.332, 3.318, -0.886], [-1.405, 3.506, -0.317], [-2.132, 4.859, -0.393], [-3.201, 4.716, 0.674], [-3.100, 3.232, 1.069], [-3.859, 2.734, 1.901], [-2.080, 2.609, 0.438], [-2.526, 4.969, -1.406], [-1.422, 5.669, -0.221], [-4.221, 4.956, 0.370], [-2.974, 5.305, 1.566], [-1.894, -5.370, -0.744], [-1.839, -5.702, 0.669], [-1.227, -6.998, 0.859], [-1.125, -4.693, 1.459], [-1.698, -3.303, 1.329], [-2.964, -3.060, 1.855], [-3.529, -1.792, 1.800], [-2.833, -0.747, 1.207], [-1.577, -1.008, 0.665], [-0.975, -2.276, 0.708], [-2.584, -6.050, -1.251], [-0.912, -5.447, -1.240], [-2.256, -4.351, -0.871], [-1.789, -7.760, 0.312], [-1.234, -7.261, 1.919], [-0.182, -7.026, 0.505], [-0.053, -4.668, 1.206], [-1.194, -5.017, 2.503], [-3.510, -3.878, 2.319], [-4.509, -1.615, 2.230], [-3.232, 0.259, 1.177], [-1.077, -0.160, 0.184], [-4.459, 1.683, -4.783], [-3.126, 1.224, -4.250], [-2.012, 2.048, -4.287], [-0.776, 1.648, -3.783], [0.376, 2.607, -3.894], [-0.646, 0.374, -3.199], [1.271, -0.144, -2.424], [-1.748, -0.490, -3.212], [-1.675, -1.922, -2.759], [-2.968, -0.045, -3.719], [-4.429, 2.740, -5.049], [-5.250, 1.546, -4.042], [-4.748, 1.122, -5.677], [-2.100, 3.045, -4.711], [0.070, 3.500, -4.445], [1.224, 2.148, -4.406], [0.706, 2.906, -2.900], [-0.903, -2.079, -2.013], [-1.433, -2.573, -3.604], [-2.626, -2.245, -2.331], [-3.817, -0.724, -3.690]]}



No. 2
{"formula": "C46H47FI2KN9O2SSi", "method": "the ωB97M-V functional and the def2-TZVPD basis", "charge": -2, "total_energy_ha": -4407.1523, "spin_multiplicity": 1, "de_lowest_ev": 2.435, "lumo_ev": 3.07, "elements": ["K", "C", "C", "N", "N", "C", "N", "S", "C", "C", "C", "C", "C", "N", "H", "H", "H", "H", "H", "H", "H", "H", "H", "H", "C", "C", "N", "C", "C", "C", "O", "C", "C", "N", "C", "C", "C", "C", "C", "C", "I", "C", "O", "H", "H", "H", "H", "H", "H", "H", "H", "H", "H", "H", "H", "N", "N", "H", "H", "H", "H", "I", "C", "C", "C", "C", "N", "C", "H", "H", "H", "H", "C", "C", "C", "C", "C", "C", "Si", "C", "C", "C", "C", "C", "C", "H", "H", "H", "H", "H", "H", "H", "H", "H", "H", "H", "F", "C", "C", "C", "C", "C", "C", "C", "H", "H", "H", "H", "H", "H"], "coordinates": [[-0.054, 1.009, 0.563], [-3.178, 3.868, -0.282], [-1.771, 3.446, 0.100], [-0.896, 3.072, -0.802], [-1.212, 3.045, -2.058], [-0.366, 2.704, -3.108], [-0.934, 3.246, -4.299], [-0.410, 0.733, -3.310], [-1.360, 3.427, 1.469], [-2.258, 3.488, 2.563], [-1.780, 3.464, 3.848], [-0.405, 3.390, 4.067], [0.405, 3.343, 2.946], [-0.031, 3.351, 1.707], [-3.692, 3.057, -0.805], [-3.144, 4.748, -0.933], [-3.767, 4.138, 0.589], [-2.149, 3.381, -2.327], [-0.487, 2.820, -5.102], [-1.945, 3.084, -4.390], [-3.326, 3.527, 2.410], [-2.467, 3.495, 4.686], [0.004, 3.366, 5.065], [1.485, 3.312, 3.053], [-3.704, -0.843, -1.740], [-3.881, -0.924, -0.260], [-4.942, -1.531, 0.200], [-5.112, -1.600, 1.528], [-4.232, -1.090, 2.447], [-4.536, -1.265, 3.913], [-4.996, -0.069, 4.535], [-3.032, -0.473, 1.993], [-2.108, -0.023, 2.971], [-0.798, -0.056, 2.968], [-0.156, 0.050, 4.164], [-0.773, -0.240, 5.409], [-0.130, -0.115, 6.616], [1.185, 0.323, 6.667], [1.853, 0.512, 5.468], [1.221, 0.332, 4.255], [2.489, 0.346, 2.557], [-2.875, -0.292, 0.568], [-2.032, 0.485, 0.064], [-4.635, -1.080, -2.250], [-2.938, -1.551, -2.051], [-3.347, 0.149, -2.013], [-6.007, -2.120, 1.851], [-3.658, -1.648, 4.457], [-5.347, -1.987, 4.041], [-4.457, 0.650, 4.182], [-2.580, 0.335, 3.898], [-1.786, -0.615, 5.401], [-0.661, -0.380, 7.522], [1.688, 0.486, 7.609], [2.898, 0.787, 5.477], [3.039, -2.772, 0.054], [1.902, -2.662, 0.903], [3.258, -3.742, -0.188], [3.837, -2.385, 0.553], [1.869, -3.402, 1.609], [1.051, -2.739, 0.337], [7.135, 1.532, 0.128], [5.213, 2.415, 0.111], [5.042, 3.684, 0.640], [3.765, 4.233, 0.545], [2.760, 3.493, -0.053], [2.952, 2.270, -0.536], [4.162, 1.736, -0.457], [5.861, 4.217, 1.103], [3.578, 5.223, 0.934], [1.752, 3.867, -0.138], [4.273, 0.736, -0.857], [5.039, 2.766, -4.083], [5.263, 1.403, -3.985], [4.213, 0.547, -3.697], [2.925, 1.028, -3.491], [2.715, 2.398, -3.611], [3.756, 3.259, -3.908], [1.490, -0.046, -2.850], [1.542, -1.784, -3.614], [2.564, -2.666, -3.284], [2.586, -3.961, -3.770], [1.570, -4.410, -4.597], [0.524, -3.558, -4.906], [0.517, -2.261, -4.423], [5.863, 3.441, -4.284], [6.265, 1.013, -4.116], [4.410, -0.513, -3.620], [1.712, 2.781, -3.443], [3.568, 4.323, -3.980], [1.698, -0.193, -1.399], [3.341, -2.347, -2.606], [3.386, -4.637, -3.489], [1.594, -5.422, -4.983], [-0.302, -3.917, -5.506], [-0.313, -1.612, -4.660], [-3.002, -7.408, -1.899], [-2.513, -6.208, -1.408], [-2.084, -5.231, -2.297], [-1.596, -4.047, -1.810], [-1.534, -3.778, -0.407], [-1.050, -2.589, 0.081], [-1.996, -4.820, 0.453], [-2.473, -6.008, -0.035], [-2.149, -5.413, -3.363], [-1.245, -3.286, -2.491], [-1.046, -2.388, 1.137], [-0.758, -1.798, -0.588], [-1.976, -4.645, 1.520], [-2.827, -6.786, 0.631]]}



No. 3
{"formula": "C46H48BF3N7NiP2", "method": "the ωB97M-V functional and the def2-TZVPD basis", "charge": 1, "total_energy_ha": -4680.4064, "spin_multiplicity": 3, "lumo_ev": [-2.58, -3.05], "elements": ["Ni", "C", "C", "C", "C", "C", "N", "N", "B", "N", "N", "C", "C", "C", "C", "C", "N", "N", "C", "C", "C", "C", "C", "H", "H", "H", "H", "H", "H", "H", "H", "H", "H", "H", "H", "H", "H", "H", "H", "H", "H", "H", "H", "H", "H", "F", "C", "F", "F", "C", "C", "C", "N", "C", "C", "H", "H", "H", "H", "C", "P", "C", "C", "C", "C", "C", "C", "C", "C", "C", "C", "C", "C", "P", "C", "C", "C", "C", "C", "C", "C", "C", "C", "C", "C", "C", "H", "H", "H", "H", "H", "H", "H", "H", "H", "H", "H", "H", "H", "H", "H", "H", "H", "H", "H", "H", "H", "H"], "coordinates": [[1.403, 0.733, 1.160], [3.328, -0.121, 4.231], [4.025, 0.307, 2.984], [5.393, 0.460, 2.751], [5.493, 0.868, 1.435], [6.711, 1.179, 0.635], [4.251, 0.949, 0.922], [3.347, 0.605, 1.885], [3.823, 1.387, -0.516], [2.975, 2.673, -0.380], [2.213, 2.775, 0.746], [1.872, 4.057, 0.868], [1.128, 4.574, 2.056], [2.404, 4.791, -0.196], [3.115, 3.878, -0.954], [3.936, 4.092, -2.178], [3.010, 0.227, -1.144], [2.293, -0.530, -0.268], [2.137, -1.731, -0.807], [1.597, -2.877, -0.020], [2.739, -1.760, -2.068], [3.300, -0.509, -2.234], [4.114, 0.021, -3.362], [4.046, -0.277, 5.034], [2.793, -1.059, 4.080], [2.617, 0.636, 4.567], [6.197, 0.292, 3.443], [7.596, 1.031, 1.251], [6.707, 2.210, 0.286], [6.791, 0.534, -0.237], [4.792, 1.608, -1.181], [0.929, 3.779, 2.769], [0.184, 5.044, 1.775], [1.727, 5.329, 2.566], [2.333, 5.851, -0.358], [3.860, 5.130, -2.494], [3.599, 3.459, -2.999], [4.986, 3.866, -1.997], [0.976, -2.546, 0.812], [2.433, -3.433, 0.411], [1.033, -3.572, -0.642], [2.781, -2.589, -2.749], [4.136, -0.706, -4.170], [5.140, 0.221, -3.055], [3.697, 0.950, -3.750], [-4.558, 4.259, 2.871], [-3.754, 4.571, 1.853], [-3.340, 5.830, 2.037], [-4.485, 4.552, 0.739], [-2.571, 3.631, 1.760], [-1.890, 3.505, 0.563], [-0.798, 2.663, 0.515], [-0.381, 1.956, 1.571], [-1.045, 2.087, 2.722], [-2.140, 2.919, 2.865], [-2.202, 4.038, -0.323], [-0.239, 2.532, -0.402], [-0.687, 1.505, 3.558], [-2.645, 2.992, 3.816], [-1.544, -2.360, -0.328], [-1.039, -0.773, 0.451], [-1.149, -1.254, 2.217], [-2.204, -1.996, 2.748], [-2.219, -2.376, 4.081], [-1.166, -2.027, 4.914], [-0.095, -1.304, 4.405], [-0.099, -0.933, 3.070], [-2.533, 0.231, 0.129], [-3.565, 0.442, 1.037], [-4.672, 1.201, 0.680], [-4.759, 1.753, -0.589], [-3.729, 1.555, -1.500], [-2.620, 0.811, -1.136], [-1.220, -2.461, -2.145], [-1.299, -4.279, -2.401], [-1.097, -4.703, -3.716], [-1.132, -6.046, -4.044], [-1.356, -6.998, -3.056], [-1.548, -6.592, -1.747], [-1.523, -5.240, -1.422], [-2.835, -1.972, -2.849], [-2.818, -1.152, -3.972], [-4.005, -0.752, -4.575], [-5.218, -1.161, -4.045], [-5.245, -1.986, -2.926], [-4.061, -2.395, -2.340], [-2.594, -2.550, -0.082], [-0.943, -3.140, 0.142], [-3.034, -2.277, 2.113], [-3.050, -2.946, 4.469], [-1.173, -2.321, 5.953], [0.731, -1.034, 5.045], [0.774, -0.352, 2.725], [-3.513, 0.020, 2.033], [-5.469, 1.356, 1.395], [-5.624, 2.337, -0.867], [-3.790, 1.977, -2.492], [-1.814, 0.680, -1.849], [-0.916, -3.971, -4.494], [-0.980, -6.352, -5.069], [-1.378, -8.048, -3.309], [-1.727, -7.325, -0.973], [-1.697, -4.957, -0.392], [-1.869, -0.822, -4.376], [-3.979, -0.123, -5.453], [-6.144, -0.849, -4.508], [-6.191, -2.318, -2.520], [-4.094, -3.063, -1.487]]}



No. 4
{"formula": "C46H48BiN3OP", "method": "the ωB97M-V functional and the def2-TZVPD basis", "charge": -1, "total_energy_ha": -2576.9363, "spin_multiplicity": 1, "de_lowest_ev": 0.000, "lumo_ev": [1.71, 1.72], "elements": ["Bi", "N", "N", "C", "C", "C", "C", "H", "H", "H", "C", "C", "H", "H", "H", "C", "C", "H", "H", "H", "C", "H", "H", "H", "C", "H", "H", "H", "C", "H", "C", "H", "C", "H", "C", "H", "C", "C", "H", "C", "C", "H", "C", "H", "N", "C", "C", "C", "H", "C", "C", "H", "H", "H", "C", "H", "C", "C", "H", "H", "H", "C", "H", "H", "H", "O", "P", "C", "C", "C", "C", "C", "C", "C", "C", "C", "C", "C", "C", "C", "C", "C", "C", "C", "C", "H", "H", "H", "H", "H", "H", "H", "H", "H", "H", "H", "H", "H", "H", "H"], "coordinates": [[-1.278, -0.547, 0.871], [-0.094, -3.777, 3.537], [-0.665, -3.077, -2.276], [0.871, 2.017, -0.490], [1.965, 1.162, -0.193], [1.977, 0.930, 1.208], [2.938, 0.097, 1.963], [3.768, -0.220, 1.324], [2.465, -0.807, 2.367], [3.345, 0.646, 2.824], [0.884, 1.637, 1.785], [0.632, 1.795, 3.237], [1.422, 2.422, 3.687], [0.641, 0.835, 3.775], [-0.331, 2.286, 3.437], [0.185, 2.297, 0.727], [-0.944, 3.239, 0.916], [-1.827, 2.764, 1.373], [-1.255, 3.676, -0.041], [-0.632, 4.064, 1.579], [2.980, 0.683, -1.156], [3.820, 1.394, -1.236], [2.559, 0.567, -2.163], [3.395, -0.282, -0.841], [0.575, 2.613, -1.812], [-0.467, 2.948, -1.888], [0.758, 1.901, -2.627], [1.227, 3.487, -1.985], [-0.638, -4.938, 3.766], [-0.174, -5.557, 4.549], [-1.754, -5.394, 3.025], [-2.246, -6.282, 3.371], [-2.141, -4.698, 1.871], [-2.973, -5.061, 1.237], [-1.433, -3.545, 1.534], [-1.616, -3.042, 0.582], [-0.495, -3.032, 2.460], [-0.007, -1.625, 2.469], [0.939, -1.489, 1.958], [-1.102, -1.882, -2.525], [0.249, -3.460, -3.257], [0.921, -4.299, -3.162], [0.196, -2.503, -4.232], [0.551, -2.544, -5.231], [-0.548, -1.425, -3.711], [-0.604, -0.131, -4.258], [0.479, 0.329, -5.034], [0.311, 1.505, -5.770], [1.133, 1.853, -6.398], [-0.858, 2.259, -5.694], [-1.029, 3.477, -6.556], [-1.564, 4.278, -6.035], [-1.592, 3.249, -7.472], [-0.053, 3.863, -6.869], [-1.870, 1.834, -4.823], [-2.774, 2.431, -4.699], [-1.757, 0.643, -4.091], [-2.840, 0.182, -3.177], [-3.241, -0.807, -3.437], [-3.664, 0.898, -3.264], [-2.500, 0.152, -2.131], [1.805, -0.353, -5.036], [1.823, -1.287, -5.611], [2.170, -0.548, -4.019], [2.522, 0.310, -5.530], [-2.232, -0.121, 2.769], [-2.690, -0.703, 4.122], [-3.830, -2.013, 3.701], [-4.547, -1.958, 2.492], [-5.467, -2.949, 2.173], [-5.700, -4.001, 3.062], [-4.966, -4.077, 4.246], [-4.015, -3.108, 4.558], [-1.444, -1.251, 5.296], [-1.851, -1.579, 6.609], [-0.929, -2.020, 7.552], [0.405, -2.158, 7.186], [0.803, -1.855, 5.868], [-0.115, -1.350, 4.963], [-3.396, 0.787, 4.780], [-4.637, 1.213, 4.290], [-5.130, 2.457, 4.680], [-4.380, 3.284, 5.526], [-3.113, 2.876, 5.953], [-2.617, 1.623, 5.593], [-4.366, -1.152, 1.774], [-6.008, -2.892, 1.227], [-6.445, -4.764, 2.825], [-5.125, -4.909, 4.934], [-3.413, -3.203, 5.460], [-2.894, -1.481, 6.887], [-1.260, -2.256, 8.560], [1.140, -2.494, 7.920], [1.843, -2.053, 5.594], [0.127, -1.174, 3.698], [-5.208, 0.582, 3.607], [-6.085, 2.798, 4.284], [-4.769, 4.262, 5.821], [-2.484, 3.546, 6.539], [-1.632, 1.300, 5.938]]}